{
  "formula": "C4H11NO2",
  "method": "ωB97M-V/def2-TZVPD",
  "homo_energy_ev": -9.12,
  "gap_ev": 10.04,
  "smiles": "CC(=O)O.CCN",
  "de_lowest_kcal_mol": 24.9,
  "symbols": ["C", "O", "C", "N", "H", "H", "H", "H", "H", "H", "O", "H", "C", "H", "H", "H", "H", "C"],
  "xyz": [[-1.5492, -3.0448, 1.6037], [-1.2008, -0.8807, 0.7218], [-0.6472, -2.0824, 0.9507], [-0.0509, 2.4710, -0.2054], [1.8172, 1.4730, 0.1745], [-1.0723, -4.0062, 1.7491], [-1.7055, -2.8091, 2.6766], [-0.5666, 2.5289, 0.6655], [0.3844, 0.5678, -0.3773], [0.7965, 2.3415, -2.4343], [0.4834, -2.3822, 0.6473], [2.4681, 2.0465, -2.1046], [0.9803, 1.4776, -0.5162], [0.1846, 3.4076, -0.5108], [-2.5476, -3.0685, 1.1979], [1.3148, 0.6972, -2.4847], [-0.5666, -0.3703, 0.1969], [1.4772, 1.6332, -1.9508]],
  "atomic_forces_ev_per_a": [[-0.6, -0.3, 2.2], [-0.2, -0.2, 0.0], [0.7, -0.5, -0.2], [-0.1, 1.3, -0.8], [0.1, -0.2, 0.3], [0.0, -0.3, -0.9], [0.0, 0.7, -0.5], [0.7, -0.6, 0.0], [1.2, -0.2, -0.5], [0.0, -0.1, -0.1], [-0.2, 0.6, -0.2], [0.3, -0.3, 0.4], [-1.0, 0.3, 0.8], [0.0, -0.1, 0.1], [-0.2, -0.2, -0.4], [0.5, 0.0, -0.1], [0.0, 0.0, 0.1], [-1.3, 0.2, -0.4]]
}

{
  "formula": "C4H11NO2",
  "method": "ωB97M-V/def2-TZVPD",
  "homo_energy_ev": -9.14,
  "gap_ev": 10.02,
  "smiles": "CC(=O)O.CCN",
  "de_lowest_kcal_mol": 24.3,
  "symbols": ["H", "H", "H", "C", "C", "H", "H", "H", "H", "O", "N", "H", "H", "H", "C", "O", "C", "H"],
  "xyz": [[2.8443, -1.8838, -0.5487], [1.5695, -2.4991, -1.5351], [-1.6464, 2.5020, 0.9782], [-0.9045, 1.9152, 0.4370], [-1.0444, 2.0348, -1.0638], [-1.9936, 1.6916, -1.4808], [-1.7026, 0.3187, 1.5540], [0.1227, 2.1524, 0.7437], [0.4696, -0.4753, 1.6609], [-0.3293, -2.1898, 0.3042], [-1.0365, 0.4837, 0.8165], [-0.9217, 3.0725, -1.4054], [2.1353, -3.3062, 0.1652], [-1.2632, -0.1844, 0.1009], [0.8244, -1.8094, 0.2800], [1.2646, -0.7610, 0.9885], [1.9060, -2.4427, -0.4814], [-0.2940, 1.3807, -1.5140]],
  "atomic_forces_ev_per_a": [[-0.3, 0.3, 0.5], [0.1, -1.2, 0.7], [0.2, 0.2, 0.0], [0.0, -1.6, 0.0], [0.2, 0.4, -0.5], [-0.2, 0.0, 0.5], [-0.3, 0.2, 0.1], [-0.3, 0.7, -0.1], [2.0, -0.4, -2.8], [0.5, -0.2, -0.1], [-0.6, 0.5, 1.1], [0.2, -0.3, 0.0], [-0.1, -0.5, -1.2], [0.0, 0.1, -0.5], [-0.7, 1.4, 0.9], [-1.7, 0.0, 2.5], [0.9, 0.1, -0.8], [0.2, 0.3, -0.2]]
}